(1)
{"formula": "C5H8ClNS", "method": "ωB97M-V with the def2-TZVPD basis set", "energy_ev": -30159.559, "e_homo_ev": -8.65, "gap_ev": 8.54, "smiles": "S=C1CNC1.C=CCl", "largest_force_ev_per_a": 1.25, "lumo_energy_ev": -0.11, "elements": ["S", "C", "C", "N", "C", "H", "H", "H", "H", "H", "C", "C", "Cl", "H", "H", "H"], "coordinates": [[-0.58291, -2.31471, -0.62592], [-1.17890, -0.82824, -0.54497], [-0.95204, 0.38174, 0.33478], [-2.14380, 1.01961, -0.26740], [-2.23984, -0.04664, -1.28886], [-1.02223, 0.20280, 1.41407], [0.00864, 0.86683, 0.11670], [-1.96354, 1.94044, -0.65295], [-1.90696, 0.23001, -2.30000], [-3.22129, -0.52801, -1.36076], [1.79559, -0.71374, 0.74710], [2.39647, 0.45565, 0.59103], [1.58593, 1.97347, 0.80575], [0.74966, -0.79316, 1.02210], [2.35910, -1.62931, 0.59845], [3.44122, 0.56687, 0.31658]], "mulliken_charge": [-0.327, 0.257, -0.288, -0.523, -0.320, 0.423, -0.011, 0.275, 0.230, 0.273, -0.656, -0.076, -0.216, 0.385, 0.214, 0.359]}



(2)
{"formula": "C5H8F2", "method": "ωB97M-V with the def2-TZVPD basis set", "energy_ev": -10748.230, "e_homo_ev": -8.59, "gap_ev": 9.54, "smiles": "C/C(F)=C(\\C)CF", "largest_force_ev_per_a": 5.81, "lumo_energy_ev": 0.95, "elements": ["C", "C", "F", "C", "C", "C", "F", "H", "H", "H", "H", "H", "H", "H", "H"], "coordinates": [[2.39305, 0.59615, -0.10476], [1.12835, -0.13591, 0.01290], [1.26145, -1.48047, 0.04698], [-0.22709, 0.30365, 0.09002], [-0.67537, 1.78466, 0.14356], [-1.26418, -0.81754, 0.12723], [-2.51849, -0.30198, -0.24653], [3.18028, 0.00987, 0.30023], [2.68167, 0.63057, -1.14269], [2.41593, 1.64419, 0.17124], [-1.16157, 1.98779, 1.10584], [-1.53918, 1.86273, -0.50846], [-0.07215, 2.49947, -0.34641], [-1.06077, -1.61840, -0.52065], [-1.25941, -1.36024, 1.12323]], "mulliken_charge": [-1.269, 0.463, -0.312, 0.379, -1.274, -0.305, -0.314, 0.372, 0.303, 0.350, 0.302, 0.331, 0.411, 0.313, 0.250]}



(3)
{"formula": "C5H8F3N3S", "method": "ωB97M-V with the def2-TZVPD basis set", "energy_ev": -28752.235, "e_homo_ev": [-16.14, -16.54], "gap_ev": [6.70, 7.01], "largest_force_ev_per_a": 4.23, "lumo_energy_ev": [-9.44, -9.53], "total_charge": 2, "elements": ["C", "C", "C", "C", "C", "N", "N", "N", "F", "F", "F", "S", "H", "H", "H", "H", "H", "H", "H", "H"], "coordinates": [[-0.34107, 1.40214, -1.01974], [-0.00717, -0.92081, -0.53137], [-0.02864, -0.61481, 0.97804], [0.14681, 0.79730, 1.21458], [2.50800, 0.87766, 0.49063], [-0.27918, 1.71971, 0.28092], [-0.07333, 0.09160, -1.38131], [0.21362, -2.18739, -0.76429], [2.34361, 1.34709, -0.70308], [3.07849, 1.72686, 1.27544], [2.84955, -0.39881, 0.61347], [0.24880, 1.24037, 2.88423], [-0.57706, 1.91594, -1.87467], [-1.01204, -0.99830, 1.25453], [0.74686, -1.00628, 1.58934], [-0.57041, 2.61375, 0.63972], [0.05998, -0.26804, -2.34239], [0.15097, -2.81134, 0.02020], [0.22218, -2.49292, -1.72703], [0.27863, 2.64299, 2.87797]], "mulliken_charge": [-0.280, 0.479, -1.117, -0.125, 0.829, 0.106, -0.095, -0.264, -0.172, -0.128, -0.153, -0.086, 0.470, 0.574, 0.618, 0.291, 0.279, 0.279, 0.259, 0.237]}



(4)
{"formula": "C5H8FI", "method": "ωB97M-V with the def2-TZVPD basis set", "energy_ev": -16129.931, "e_homo_ev": [-8.20, -8.20], "gap_ev": [8.51, 8.51], "largest_force_ev_per_a": 3.31, "lumo_energy_ev": [0.31, 0.31], "elements": ["C", "C", "C", "C", "C", "F", "I", "H", "H", "H", "H", "H", "H", "H", "H"], "coordinates": [[0.78488, 1.16663, -2.10607], [0.92976, -0.03420, -1.53444], [-1.13016, -0.41783, 1.94881], [-0.11642, -0.72991, -0.86712], [0.21468, -0.20439, 1.34025], [-1.38548, -0.32734, -1.04381], [0.85652, 1.81019, 1.26136], [1.61834, 1.66569, -2.56369], [-0.17879, 1.63936, -2.17551], [1.90226, -0.50206, -1.46529], [-1.31130, 0.26437, 2.78286], [-1.22887, -1.44054, 2.31176], [-1.92215, -0.23069, 1.21949], [-0.05980, -1.80344, -0.72573], [1.02653, -0.85585, 1.61713]], "mulliken_charge": [-0.729, -0.163, -0.978, -0.048, -0.557, -0.293, 0.067, 0.266, 0.281, 0.289, 0.357, 0.294, 0.286, 0.451, 0.479]}



(5)
{"formula": "C5H8FN", "method": "ωB97M-V with the def2-TZVPD basis set", "energy_ev": -9516.648, "e_homo_ev": [-10.27, -9.20], "gap_ev": [9.20, 7.86], "largest_force_ev_per_a": 6.27, "lumo_energy_ev": [-1.08, -1.34], "elements": ["C", "C", "C", "C", "C", "N", "F", "H", "H", "H", "H", "H", "H", "H", "H"], "coordinates": [[-1.17173, 0.62923, -0.12519], [-0.98450, -0.62985, 0.74915], [0.18219, 1.20448, -0.50547], [0.53488, -0.90619, 0.71355], [1.09903, 0.05465, -0.35404], [0.85447, -1.25275, -0.72662], [3.47673, 0.46804, -0.02563], [-1.75058, 0.42465, -0.95373], [-1.67862, 1.30367, 0.51734], [-1.18903, -0.47070, 1.74539], [-1.41673, -1.47156, 0.19314], [0.28635, 1.52645, -1.48592], [0.61610, 1.96857, 0.19563], [1.08969, -1.38737, 1.37133], [0.05175, -1.46133, -1.30894]], "mulliken_charge": [-0.724, -0.961, -0.285, -0.261, 0.437, -0.485, -0.592, 0.338, 0.316, 0.427, 0.340, 0.332, 0.265, 0.573, 0.281]}



(6)
{"formula": "C5H8FN", "method": "ωB97M-V with the def2-TZVPD basis set", "energy_ev": -9520.654, "e_homo_ev": -9.13, "gap_ev": 10.18, "smiles": "NC/C=C\\C=C/F", "largest_force_ev_per_a": 1.96, "lumo_energy_ev": 1.05, "elements": ["N", "C", "C", "C", "C", "C", "F", "H", "H", "H", "H", "H", "H", "H", "H"], "coordinates": [[-2.14244, -0.82925, -0.28447], [-1.43354, 0.08928, 0.57934], [-0.85048, 1.31661, -0.13195], [0.45743, 1.48400, -0.33589], [1.60782, 0.66320, 0.18028], [1.80493, -0.62837, 0.20293], [0.89401, -1.50692, -0.32286], [-1.41524, -1.35697, -0.74295], [-2.64662, -1.41513, 0.40425], [-0.60067, -0.37022, 1.13833], [-2.20011, 0.44002, 1.30361], [-1.55290, 2.03077, -0.54757], [0.76867, 2.38639, -0.79664], [2.39244, 1.25219, 0.62844], [2.68849, -1.14836, 0.54131]], "mulliken_charge": [-0.681, -0.432, -0.241, -0.381, -0.404, -0.201, -0.241, 0.291, 0.247, 0.267, 0.368, 0.350, 0.389, 0.316, 0.354]}